[1]
The following is a DFT calculation (the ωB97M-V functional and the def2-TZVPD basis) of 20 unconnected molecules or ions with the total composition C87H223N9O29 in a non-equilibrium geometry.

Kohn-Sham gap = 8.8 eV
Energy relative to the best compared isomer or geometry (same formula, charge and spin) = 36.6 kcal/mol

```
! RIJCOSX wB97M-V def2-TZVPD def2/J DEFGRID3
* xyz 0 1
C 2.8823 10.5108 -5.5683
O 2.0050 9.4456 -5.3111
C 2.3423 8.6686 -4.1544
C 1.4307 7.4551 -4.1852
N -0.0338 7.7171 -4.1104
C -0.4049 8.4623 -2.9654
C -0.1371 7.9123 -1.6080
O 1.0964 8.5424 -1.2036
C 1.4089 7.9769 0.0526
H 2.3395 11.3462 -5.9437
H 3.6443 10.2295 -6.3355
H 3.3793 10.8826 -4.6905
H 2.1825 9.3024 -3.2906
H 3.4216 8.4558 -4.1896
H 1.7073 6.7502 -3.3805
H 1.5651 6.9181 -5.1473
H -0.3004 8.3033 -4.9017
H -1.4844 8.6073 -3.0608
H 0.0262 9.5014 -2.9378
H -0.0840 6.8429 -1.6133
H -0.9260 8.2281 -0.8564
H 2.4330 8.2440 0.3387
H 1.3757 6.8617 0.0447
H 0.7423 8.3905 0.7983
C -2.6015 3.1113 -5.9448
O -1.6238 3.4347 -5.0320
C -2.1418 4.2657 -3.9470
C -1.1865 4.2054 -2.8165
N -1.0367 2.8885 -2.2469
C -0.2909 2.7939 -0.9983
C 1.0013 3.5626 -0.9224
O 1.9246 3.0566 -1.8830
C 2.9817 3.9380 -1.9469
H -2.9883 3.9386 -6.5066
H -3.4888 2.5993 -5.4484
H -2.0525 2.4490 -6.5897
H -3.1866 3.8585 -3.7151
H -2.1918 5.3185 -4.1935
H -1.5341 4.8184 -1.9624
H -0.3408 4.6814 -3.1780
H -0.6908 2.2221 -2.9491
H -0.1162 1.7639 -0.7576
H -0.9600 3.2650 -0.2155
H 1.3472 3.3921 0.0590
H 0.6908 4.5902 -1.1014
H 3.7145 3.9267 -1.1322
H 2.6059 5.0004 -2.0720
H 3.4458 3.7913 -2.9069
C -1.2552 -0.4120 -7.3366
O -0.6928 -1.7543 -7.3391
C -1.6009 -2.8877 -7.4026
C -2.5090 -3.1063 -6.2547
N -3.6367 -4.0189 -6.6551
C -4.7578 -3.4638 -7.3741
C -5.7046 -4.5361 -7.8612
O -6.0889 -5.4978 -6.8512
C -7.2546 -5.0602 -6.1623
H -0.4477 0.3451 -7.4025
H -1.7142 -0.3016 -6.3675
H -1.8971 -0.1547 -8.1687
H -0.9111 -3.7154 -7.6471
H -2.1864 -2.6938 -8.2882
H -2.8253 -2.0522 -5.9012
H -1.9848 -3.6586 -5.4234
H -4.0191 -4.4665 -5.8495
H -4.4779 -2.9225 -8.2810
H -5.3348 -2.6611 -6.7438
H -5.0733 -5.0633 -8.6402
H -6.5496 -4.0456 -8.3301
H -8.1311 -4.9894 -6.8629
H -7.0398 -4.0462 -5.7346
H -7.4519 -5.8130 -5.4668
C 5.2465 6.2355 5.8649
O 5.6838 5.8971 4.5481
C 6.9989 5.3768 4.3872
C 7.0230 3.8915 4.5295
N 6.0497 3.1549 3.7443
C 6.0432 1.7412 4.1417
C 5.0809 0.9517 3.2829
O 3.7983 1.5336 3.6847
C 2.6833 1.1680 2.8791
H 6.0061 6.8348 6.3971
H 5.0436 5.3076 6.4359
H 4.2758 6.7597 5.8362
H 7.6829 5.8089 5.1163
H 7.3943 5.6982 3.4564
H 6.9558 3.6090 5.5747
H 8.0816 3.6326 4.2959
H 5.1267 3.5569 3.6392
H 5.7783 1.6213 5.2074
H 7.0037 1.3082 3.9589
H 5.1017 -0.1391 3.4309
H 5.2771 1.1753 2.2126
H 2.7001 0.1085 2.5914
H 2.5782 1.7268 1.9790
H 1.8444 1.3528 3.5381
C 0.1005 -2.8541 -3.2864
O -0.1265 -2.5184 -1.9186
C 1.1011 -1.8963 -1.4983
C 0.8725 -1.2125 -0.1415
N 0.3524 -2.3055 0.7097
C 0.2895 -2.0638 2.1006
C -0.5503 -0.9702 2.6437
O -0.1053 0.3030 2.1692
C -0.9856 1.2960 2.4955
H 0.9383 -3.5044 -3.4557
H 0.1750 -1.9289 -3.8604
H -0.7388 -3.4248 -3.6970
H 1.5082 -1.2439 -2.2401
H 1.9027 -2.7037 -1.3960
H 0.1088 -0.4317 -0.2503
H 1.8028 -0.7818 0.2433
H -0.5142 -2.6156 0.2567
H 1.3734 -1.9118 2.3835
H 0.0406 -2.9661 2.6499
H -0.4931 -1.0423 3.7563
H -1.5531 -1.1350 2.3931
H -0.9551 1.5228 3.5428
H -2.0798 1.1792 2.2377
H -0.7498 2.2031 1.9972
C 1.2909 6.2628 7.1030
O 1.2087 4.9043 6.8124
C 1.9737 4.0643 7.7271
C 1.8317 2.6216 7.2355
N 0.4002 2.2153 7.2739
C 0.3084 0.8558 6.7911
C -1.1169 0.4186 6.6567
O -1.9037 1.3627 5.9661
C -3.2233 0.8782 5.7517
H 2.3347 6.6506 7.0396
H 0.9499 6.5226 8.0703
H 0.7519 6.9062 6.4080
H 1.4605 4.1868 8.6910
H 3.0109 4.4078 7.7246
H 2.3524 1.9542 7.8663
H 2.2343 2.5072 6.2532
H -0.1183 2.8084 6.6374
H 0.7952 0.1720 7.5206
H 0.8672 0.6630 5.8877
H -1.5409 0.2417 7.6727
H -1.1827 -0.5863 6.2287
H -3.7284 1.5662 5.0455
H -3.8334 0.9512 6.6726
H -3.2117 -0.1531 5.3567
C -3.0425 4.7194 6.6416
O -2.3829 5.5148 5.7228
C -1.6108 4.7812 4.7536
C -1.4805 5.6337 3.4943
N -2.7498 6.0353 2.8283
C -2.5297 7.1278 1.9591
C -3.8931 7.6798 1.5038
O -4.6578 8.1167 2.6168
C -4.3787 9.4717 3.0671
H -3.7795 4.1544 6.1229
H -3.4840 5.3617 7.3777
H -2.3986 3.9717 7.1258
H -2.1407 3.7961 4.4816
H -0.6368 4.5683 5.2046
H -0.9790 4.9998 2.7101
H -0.7863 6.4335 3.7662
H -3.3721 6.3382 3.6159
H -2.0149 6.8268 1.0332
H -1.9008 7.8782 2.4754
H -4.5120 6.9078 0.9505
H -3.7491 8.5172 0.8321
H -3.2840 9.7116 3.2188
H -4.8998 9.5296 3.9787
H -4.8259 10.1258 2.2714
C 2.0607 -9.7012 -2.8811
O 1.5267 -8.3946 -3.0425
C 0.9576 -7.9218 -1.8850
C 0.6555 -6.4465 -2.0411
N -0.8255 -6.2994 -2.2918
C -1.3267 -6.7598 -3.5717
C -2.8144 -6.4556 -3.7137
O -3.2024 -5.0713 -3.6399
C -4.6363 -4.9243 -3.4173
H 2.7654 -9.8399 -3.7066
H 1.2337 -10.4117 -2.8671
H 2.5894 -9.8038 -1.8962
H 1.7130 -7.8924 -1.0638
H 0.0919 -8.5635 -1.5812
H 1.2195 -5.9273 -2.7979
H 0.7674 -5.9671 -1.0886
H -1.1194 -5.3540 -2.0487
H -1.1437 -7.8429 -3.6541
H -0.8037 -6.1857 -4.3711
H -3.2800 -7.0493 -2.8708
H -3.0966 -6.8339 -4.7018
H -4.7232 -3.8659 -3.5399
H -4.9936 -5.2290 -2.4085
H -5.2877 -5.3100 -4.2397
C 1.1024 0.9808 -4.9616
O 1.2912 -0.1803 -5.6932
C 2.4176 -0.8653 -5.2243
C 2.7239 -2.0536 -6.1142
N 1.8153 -3.1458 -5.8029
C 1.9837 -4.3398 -6.5666
C 0.9462 -5.4119 -6.2594
O 0.9779 -6.4587 -7.2106
C 0.2565 -7.6065 -6.7885
H 1.0790 0.7982 -3.8574
H 0.2062 1.4788 -5.2642
H 1.9230 1.7212 -5.0213
H 2.3132 -1.2290 -4.1942
H 3.2124 -0.1106 -5.3752
H 3.7219 -2.3317 -5.7549
H 2.7965 -1.7545 -7.1814
H 0.8466 -2.9074 -6.0967
H 3.0205 -4.7063 -6.3431
H 2.0442 -4.0477 -7.6362
H -0.0664 -5.0049 -6.3511
H 1.1144 -5.8742 -5.2710
H 0.1052 -8.2099 -7.7175
H -0.7020 -7.3610 -6.3004
H 0.8540 -8.1684 -6.1022
C -7.2535 -1.9049 -0.3150
C -6.3305 -3.0111 -0.7879
C -4.9944 -2.9385 -0.0478
O -6.9837 -4.2301 -0.7408
H -6.7610 -0.9298 -0.2003
H -7.4663 -2.2084 0.7150
H -8.2168 -1.8996 -0.9149
H -6.1043 -2.8178 -1.8500
H -4.5166 -1.9547 -0.1579
H -4.3108 -3.7323 -0.4142
H -5.1969 -3.1337 0.9989
H -7.8999 -4.2068 -0.8700
C 3.7461 -3.6971 0.7746
C 2.9270 -4.9165 0.5798
C 3.5669 -6.0600 1.3227
O 1.6259 -4.7785 1.0457
H 4.7027 -3.9711 0.3539
H 3.9171 -3.5057 1.8200
H 3.3689 -2.8246 0.2378
H 2.9097 -5.1017 -0.5229
H 4.5350 -6.3031 0.9139
H 2.9874 -7.0168 1.3355
H 3.5310 -5.7863 2.3861
H 1.2687 -3.9242 0.6633
C -4.9101 3.1720 -0.6909
C -4.6729 3.8550 0.6066
C -5.2542 2.9346 1.6953
O -3.3066 4.1289 0.8138
H -5.9858 3.1256 -0.9587
H -4.6639 2.1168 -0.5579
H -4.2971 3.5480 -1.5093
H -5.1890 4.7823 0.6384
H -6.1686 2.4827 1.3636
H -5.3240 3.4351 2.7115
H -4.5621 2.1094 1.7656
H -3.2343 4.7857 1.5791
C -1.8358 -5.5586 1.3608
C -1.1155 -6.4962 2.3424
C -0.4125 -7.5889 1.5181
O -0.2067 -5.7288 3.1553
H -2.6622 -6.0346 0.8895
H -1.1502 -5.1778 0.6256
H -2.2452 -4.7229 1.9029
H -1.6858 -6.9609 3.1378
H -0.9768 -7.9087 0.6271
H -0.1997 -8.4855 2.0896
H 0.5192 -7.1078 1.1945
H 0.5151 -5.4001 2.5430
C 6.5764 -3.9970 -4.3317
C 5.5363 -4.1531 -3.2799
C 4.8689 -5.5202 -3.2670
O 6.1246 -3.9447 -1.9590
H 6.0536 -4.1158 -5.2833
H 7.3547 -4.7147 -4.2224
H 6.8383 -2.9307 -4.3584
H 4.7868 -3.3776 -3.4124
H 4.4333 -5.8242 -4.2292
H 4.0881 -5.4205 -2.5442
H 5.5216 -6.3066 -2.9301
H 6.3494 -3.0025 -1.7935
C -3.8504 -0.8994 -3.3646
C -3.5484 0.2091 -2.4106
C -2.2444 -0.0138 -1.7100
O -3.5867 1.4688 -3.0647
H -3.0399 -1.0034 -4.0627
H -4.7494 -0.6151 -3.9207
H -4.0312 -1.8850 -2.8843
H -4.3477 0.2954 -1.6638
H -2.1758 -1.0360 -1.3007
H -2.0813 0.7447 -0.9507
H -1.5062 -0.0080 -2.4926
H -2.8783 1.9536 -2.6604
C 3.8327 4.6298 1.5434
C 2.6030 5.2565 2.2567
C 2.3457 4.5717 3.6232
O 2.7337 6.6525 2.4133
H 3.7294 3.5487 1.5354
H 4.7576 4.8379 2.1278
H 4.0231 5.1101 0.5504
H 1.7038 5.1771 1.6562
H 3.1511 4.5889 4.3782
H 2.1132 3.5007 3.5035
H 1.4861 5.0620 4.0576
H 3.5694 6.7885 2.8711
C -0.8003 -3.3698 7.1763
C -1.0612 -4.5183 6.2284
C -2.1445 -5.4002 6.8841
O -1.2780 -3.9780 4.9297
H -0.4462 -3.7395 8.1734
H -1.6689 -2.7571 7.3979
H 0.0262 -2.7558 6.7495
H -0.0964 -5.0284 6.1856
H -1.6669 -5.6762 7.8502
H -2.4753 -6.2401 6.3496
H -3.0392 -4.8209 7.0108
H -0.8025 -4.6055 4.3144
C 4.7306 0.5965 -0.7537
C 5.2039 -0.3294 -1.9274
C 5.4283 0.5047 -3.2124
O 6.4320 -1.0393 -1.6264
H 4.0331 1.2782 -1.2143
H 5.4842 1.2310 -0.2476
H 4.2606 0.0032 0.0264
H 4.5189 -1.1960 -2.0625
H 4.5883 1.1001 -3.4998
H 5.7758 -0.0703 -4.1258
H 6.1806 1.2413 -2.9908
H 7.2103 -0.4810 -1.7003
C 2.2602 -2.2619 5.3568
C 3.7454 -2.1618 4.9972
C 4.3683 -1.1453 5.9021
O 4.3053 -3.4676 5.2232
H 1.8525 -3.1612 4.8115
H 1.7014 -1.3593 5.0813
H 2.1442 -2.4307 6.4285
H 3.8376 -1.8161 3.9430
H 5.4397 -1.2795 5.8422
H 4.0001 -1.3216 6.9455
H 4.0228 -0.1307 5.5700
H 5.1630 -3.4970 4.7578
C -4.6752 -4.8344 4.2908
C -4.4921 -3.3699 3.9500
C -5.7390 -2.6107 3.5786
O -3.7897 -2.6411 4.9426
H -3.7776 -5.4611 4.1891
H -5.4634 -5.1824 3.6201
H -5.1552 -4.8163 5.3307
H -3.8440 -3.5162 3.0760
H -5.5602 -1.6710 3.0491
H -6.3020 -2.2987 4.4390
H -6.4165 -3.2174 3.0177
H -2.8401 -2.8775 4.8206
*
```

Mulliken population analysis, charges in e, atoms 1 to 6: -0.81, -0.34, -0.60, 0.13, -0.28, -1.44


[2]
The following is a DFT calculation (the ωB97M-V functional and the def2-TZVPD basis) of 2 unconnected molecules or ions with the total composition C3H8NO in a non-equilibrium geometry.

Kohn-Sham gap = 9.2 eV
Energy relative to the best compared isomer or geometry (same formula, charge and spin) = 56.7 kcal/mol

```
! RIJCOSX wB97M-V def2-TZVPD def2/J DEFGRID3
* xyz 1 1
C 1.1603 0.3530 -0.7333
C 1.1292 1.0060 -1.9353
C 0.0145 -1.3107 0.6110
N 0.1402 -0.5886 -0.5087
H 1.6999 0.7187 0.1809
H 0.3026 0.7985 -2.6707
H 1.6446 2.0740 -1.7835
H -0.8833 -1.7996 0.4800
H 0.7236 -0.9723 1.2810
H -0.3897 -0.9298 -1.2078
H -2.1835 -0.4609 2.3538
H -1.8192 1.0158 1.9588
O -1.5392 0.0959 1.9738
*
```

Mulliken population analysis, charges in e, atoms 1 to 6: 0.12, -0.56, -0.12, -0.10, 0.25, 0.29


[3]
The following is a DFT calculation (the ωB97M-V functional and the def2-TZVPD basis) of 4 unconnected molecules or ions with the total composition C2H14N2O3 in a non-equilibrium geometry.

SMILES string = NCCN.O.O.O
Kohn-Sham gap = 9.9 eV
Energy relative to the best compared isomer or geometry (same formula, charge and spin) = 34.3 kcal/mol

```
! RIJCOSX wB97M-V def2-TZVPD def2/J DEFGRID3
* xyz 0 1
N 0.4545 2.5428 -0.7495
C 1.0705 1.2746 -1.2613
C 1.8232 0.4097 -0.2649
N 0.9590 -0.4838 0.4744
H 1.0198 3.3748 -0.7325
H 0.0668 2.2688 0.1522
H 1.5664 1.6323 -2.1923
H 0.2385 0.6766 -1.6340
H 2.6026 -0.2482 -0.7123
H 2.4530 1.0381 0.3827
H 1.4387 -1.2009 0.9819
H -0.0012 -0.2675 0.6481
O -1.7377 0.6632 3.3178
H -2.6723 0.8428 3.1716
H -1.4936 0.2199 2.4850
O -0.0824 -2.2052 -1.9003
H 0.1006 -1.5774 -1.1714
H -0.7473 -1.6297 -2.3066
O -2.5539 -2.0841 0.5249
H -1.6996 -2.4202 0.8249
H -2.8056 -2.8266 -0.0382
*
```

Mulliken population analysis, charges in e, atoms 1 to 6: -0.54, -0.43, -0.51, -0.43, 0.22, 0.20


[4]
The following is a DFT calculation (the ωB97M-V functional and the def2-TZVPD basis) of a molecular structure, C10H5ClNO5W in a non-equilibrium geometry.

Kohn-Sham gap (spin up / spin down) = 6.4 / 5.6 eV
Energy relative to the best compared isomer or geometry (same formula, charge and spin) = 53.0 kcal/mol
⟨S²⟩ = 2.047

```
! RIJCOSX wB97M-V def2-TZVPD def2/J DEFGRID3
* xyz 3 3
O -2.3883 -0.1335 -4.8164
C -1.9187 -0.2487 -3.7836
W 0.3317 2.0440 0.0480
C 1.2210 2.1242 1.8461
O 1.7506 2.1894 2.8958
C 0.5451 4.1602 -0.3172
O 0.7570 5.2986 -0.4177
C -1.6142 1.7268 0.3608
O -2.7355 1.5349 0.6705
C 1.5556 1.2508 -1.2815
O 2.3480 0.7650 -2.0069
H -0.5258 1.1555 -1.1500
Cl -1.3077 -3.6222 -1.3008
C -0.5290 -2.5935 -0.1691
C 0.0319 -3.1262 0.9974
C 0.6609 -2.2508 1.8837
C 0.7041 -0.8846 1.5659
N 0.1579 -0.3892 0.4527
C -0.4542 -1.2173 -0.4189
H -0.0283 -4.2006 1.1928
H 1.1269 -2.5737 2.8185
H 1.2035 -0.1938 2.2547
H -0.8926 -0.8154 -1.3249
*
```

Mulliken population analysis, charges in e, atoms 1 to 6: -0.09, 0.09, 0.78, 0.50, -0.18, 0.45


[5]
The following is a DFT calculation (the ωB97M-V functional and the def2-TZVPD basis) of 2 unconnected molecules or ions with the total composition C40H41N2O in a non-equilibrium geometry.

Kohn-Sham gap = 4.8 eV
Energy relative to the best compared isomer or geometry (same formula, charge and spin) = 34.7 kcal/mol

```
! RIJCOSX wB97M-V def2-TZVPD def2/J DEFGRID3
* xyz 1 1
C -7.8961 0.2271 -0.9892
C -6.4127 0.4278 -1.0140
C -5.8477 1.6064 -0.5159
C -4.4869 1.8650 -0.6346
C -3.9548 3.1512 -0.0668
C -3.6721 0.9256 -1.3204
N -2.4353 1.3679 -1.8406
C -1.1301 1.1260 -1.2558
N -0.3868 2.3473 -1.6027
C 0.9099 1.9816 -1.9789
C 0.9839 0.5906 -2.1222
C -0.3471 -0.0423 -1.8891
C 2.1986 0.0159 -2.4763
C 3.3355 0.8277 -2.6024
C 4.6727 0.1707 -2.7960
C 3.2117 2.2206 -2.5174
C 1.9904 2.8434 -2.2240
C 1.8550 4.3381 -2.1653
C -1.1698 3.3124 -2.3684
C -2.4314 2.5619 -2.6955
C -4.2066 -0.3446 -1.6745
C -3.3473 -1.4261 -2.2445
C -5.5704 -0.5658 -1.5217
H -8.1289 -0.8250 -1.1898
H -8.3276 0.5267 -0.0267
H -8.3997 0.8390 -1.7519
H -6.5060 2.3534 -0.0655
H -2.9072 3.1063 0.2486
H -4.0820 3.9977 -0.7579
H -4.5378 3.4006 0.8313
H -0.3371 -0.8892 -1.1975
H -1.1932 0.9801 -0.1648
H -0.8247 -0.3590 -2.8322
H 2.2656 -1.0735 -2.6230
H 5.3591 0.7784 -3.3938
H 5.1548 -0.0511 -1.8328
H 4.5542 -0.7939 -3.2984
H 4.0815 2.8460 -2.7125
H 2.8382 4.7826 -1.9591
H 1.5035 4.7686 -3.1189
H 1.1655 4.6984 -1.3869
H -1.4033 4.1981 -1.7656
H -0.6393 3.6580 -3.2601
H -2.4234 2.2914 -3.7680
H -3.3203 3.1663 -2.5133
H -3.9569 -2.3162 -2.4375
H -2.8860 -1.1235 -3.1908
H -2.5527 -1.7273 -1.5502
H -6.0158 -1.5109 -1.8509
C 4.2661 -6.0135 5.3189
C 3.7830 -4.7051 5.2211
C 3.1310 -4.2687 4.0546
C 3.0099 -5.1708 2.9845
O 2.5127 -4.8144 1.7391
C 1.8315 -3.6003 1.5869
C 2.3444 -2.6874 0.6499
C 1.7215 -1.4589 0.4925
C 0.4719 -1.1697 1.0991
C -0.1235 0.2037 1.0337
C 0.8176 1.2125 1.5497
C 0.8360 2.5490 1.1073
C 1.8744 3.4282 1.4234
C 2.8621 3.0420 2.3410
C 2.7543 1.7887 2.9491
C 1.7449 0.9062 2.5865
C -0.0811 -2.1686 1.9282
C 0.6196 -3.3306 2.2433
C 3.5046 -6.4801 3.0677
C 4.1335 -6.8941 4.2363
H 4.7591 -6.3419 6.2393
H 3.8949 -3.9965 6.0424
H 2.7513 -3.2503 3.9564
H 3.2704 -2.9256 0.1213
H 2.2065 -0.7021 -0.1413
H -1.1077 0.2199 1.5258
H 0.0480 2.8929 0.4423
H 1.9183 4.4186 0.9680
H 3.6641 3.7324 2.6223
H 3.4686 1.4972 3.7233
H 1.6752 -0.0663 3.0824
H -1.0619 -2.0176 2.3931
H 0.2401 -4.0355 2.9820
H 3.3972 -7.1267 2.2008
H 4.5183 -7.9169 4.3135
*
```

Mulliken population analysis, charges in e, atoms 1 to 6: -1.46, 0.57, -0.97, 1.33, -1.56, -0.13


Short version: calculated total energy = -6122.78038, -248.74547, -419.78523, -1340.93267, -1733.25978 a.u., in the order given.